A.
Formula: C6H6
Source: the Open Molecules 2025 dataset
Level of theory: ωB97M-V with the def2-TZVPD basis set

Structure (XYZ):
```
12
Properties=species:S:1:pos:R:3:nbo_charge:R:1
C 2.2831 0.9212 2.0013 -0.6882
C 1.3560 0.8124 0.8832 0.0750
C 0.5191 0.5620 0.0490 -0.1021
C -0.5032 0.0340 -0.7142 -0.1016
C -1.4010 -0.6277 -1.1781 0.0750
C -2.4539 -1.5765 -1.5218 -0.6881
H 3.2230 0.4108 1.7714 0.2384
H 1.8318 0.4289 2.8692 0.2395
H 2.4996 1.9572 2.2702 0.2373
H -3.3381 -1.3895 -0.9042 0.2387
H -2.0973 -2.5880 -1.2973 0.2393
H -2.7464 -1.5412 -2.5737 0.2369
```

## Properties
SMILES   CC#CC#CC
Net charge   0
HOMO   -8.8180 eV
LUMO level   0.0360 Ha

---

B.
Formula: C6H6
Source: the Open Molecules 2025 dataset
Level of theory: ωB97M-V with the def2-TZVPD basis set

Structure (XYZ):
```
12
Properties=species:S:1:pos:R:3:nbo_charge:R:1
C 2.1019 -0.1217 0.0010 -0.4150
C 0.8636 0.2513 0.1045 0.0042
C -0.4442 0.1338 -0.7893 -0.0614
C -1.2449 1.2182 -0.0041 -0.3862
C -0.4653 0.1641 0.8395 -0.0578
C -0.8945 -1.0665 0.0036 -0.4128
H 2.7458 -0.4074 0.7751 0.2074
H 2.7306 -0.3134 -0.9174 0.2175
H -0.8628 2.2073 -0.0416 0.2282
H -2.2940 1.1209 -0.0094 0.2171
H -1.9316 -1.1352 0.1342 0.2130
H -0.3048 -2.0516 -0.0962 0.2459
```

## Properties
SMILES   C=C1C23CC12C3
Net charge   0
HOMO   -9.8379 eV
LUMO level   0.0439 Ha

---

Most stable: A. Least stable: B.

---

A.
Formula: C4H4O
Source: the Open Molecules 2025 dataset
Level of theory: ωB97M-V with the def2-TZVPD basis set

Structure (XYZ):
```
9
Properties=species:S:1:pos:R:3:nbo_charge:R:1
C 1.3946 -0.4649 0.6626 -0.4193
C 0.0862 -0.4974 0.3467 -0.1703
C -0.5396 0.5131 -0.6021 -0.5878
C -1.7645 0.6572 -0.8986 0.7200
O -2.8945 0.8535 -1.1172 -0.4434
H 1.7525 -1.2538 1.4154 0.2106
H 2.1347 0.2671 0.2746 0.1997
H -0.5326 -1.1265 0.9604 0.2097
H 0.3632 1.0517 -1.0419 0.2808
```

## Properties
SMILES   C=CC=C=O
Net charge   0
HOMO   -8.6760 eV
LUMO level   0.0239 Ha

---

B.
Formula: C4H4O
Source: the Open Molecules 2025 dataset
Level of theory: ωB97M-V with the def2-TZVPD basis set

Structure (XYZ):
```
9
Properties=species:S:1:pos:R:3:nbo_charge:R:1
C -0.6748 -0.2430 2.8062 0.2885
C -1.1043 -0.6159 1.7045 -0.6149
C -1.3684 -1.1012 0.3045 -0.5279
C -1.4980 0.3041 0.6046 0.2948
O 0.9454 1.0501 -0.3870 -0.9713
H -0.3982 -1.3599 -0.0894 0.2751
H -2.1943 -1.7754 0.2429 0.2611
H 1.1685 1.5062 -1.1650 0.4932
H 1.2100 1.3359 0.4835 0.5014
```

## Properties
Net charge   0
HOMO   -10.0426 eV
LUMO level   -0.0353 Ha

---

Most stable: A. Least stable: B.

---

A.
Formula: C4H4O
Source: the Open Molecules 2025 dataset
Level of theory: ωB97M-V with the def2-TZVPD basis set

Structure (XYZ):
```
9
Properties=species:S:1:pos:R:3:nbo_charge:R:1
C 2.1921 -0.4772 0.3933 -0.1980
C 1.1514 -0.0465 -0.0382 -0.0532
C -0.1414 0.3789 -0.5387 -0.0465
C -1.3992 0.0893 0.1766 -0.0819
O -0.8090 1.3672 0.2246 -0.4434
H 3.0897 -0.9161 0.7789 0.2386
H -0.4549 0.1496 -1.5431 0.2148
H -1.3020 -0.6542 0.9527 0.1889
H -2.3267 0.1090 -0.4061 0.1808
```

## Properties
SMILES   C#C[C@H]1CO1
Net charge   0
HOMO   -9.8343 eV
LUMO level   0.0392 Ha

---

B.
Formula: C4H4O
Source: the Open Molecules 2025 dataset
Level of theory: ωB97M-V with the def2-TZVPD basis set

Structure (XYZ):
```
9
Properties=species:S:1:pos:R:3:nbo_charge:R:1
C -0.7634 -0.3095 -0.6009 -0.3299
C 0.1276 -0.9797 0.3093 -0.3155
C 0.9393 -0.0050 0.7850 0.0862
O 0.6762 1.1899 0.1936 -0.4062
C -0.3498 0.9719 -0.6560 0.0958
H -1.7746 -0.5252 -0.8817 0.2304
H 0.1999 -2.0345 0.5485 0.2323
H 1.6756 0.0271 1.5722 0.2045
H -0.7214 1.7988 -1.2398 0.2023
```

## Properties
SMILES   c1ccoc1
Net charge   0
HOMO   -8.8958 eV
LUMO level   0.0428 Ha

---

Most stable: B. Least stable: A.